# 1
{
  "formula": "C7H11N4O3S4Se4V",
  "method": "wB97M-V/def2-TZVPD",
  "species": ["V", "C", "C", "N", "O", "C", "C", "N", "O", "H", "H", "H", "H", "H", "H", "H", "Se", "Se", "Se", "Se", "O", "C", "S", "C", "C", "S", "S", "S", "N", "N", "H", "H", "H", "H"],
  "coordinates": [[1.1545, -0.0326, -0.0829], [-2.4952, -1.1016, -2.3035], [-1.4828, -0.9228, -1.2215], [-0.5291, -0.0485, -1.3679], [-0.8023, 0.7784, -2.4504], [-1.4464, -1.6968, -0.0375], [-2.3010, -2.9029, 0.2480], [-0.3640, -1.4350, 0.6803], [-0.1613, -2.2304, 1.6690], [-1.9787, -1.0769, -3.2837], [-3.1836, -0.2300, -2.2460], [-3.0998, -2.0168, -2.1956], [-0.1631, 1.5565, -2.3618], [-2.1479, -3.6847, -0.5415], [-3.3356, -2.5664, 0.2630], [-2.0229, -3.2560, 1.2618], [1.4266, -2.3088, -1.2411], [3.4669, -2.2031, -2.3601], [4.9412, -1.0216, -0.9906], [3.6434, 0.9490, -0.7529], [-1.3926, 6.3684, 1.8036], [-0.9298, 5.3717, 1.3072], [-1.1336, 3.7707, 2.1718], [-0.2299, 2.7934, 1.0717], [0.3342, 3.4189, -0.0301], [1.3556, 2.5922, -1.0949], [-0.0357, 5.1753, -0.2196], [-0.1973, 1.1275, 1.4665], [2.5367, -0.3255, 2.5828], [2.1298, -1.1252, 1.4628], [2.1498, -0.8042, 3.3954], [2.0084, 0.5541, 2.5013], [1.3638, -1.7847, 1.6933], [2.9218, -1.6816, 1.2029]],
  "multiplicity": 3,
  "charge": -2,
  "homo_lumo_gap_ev": [5.60, 5.85]
}


# 2
{
  "formula": "C5H9NO",
  "method": "wB97M-V/def2-TZVPD",
  "species": ["C", "C", "C", "N", "C", "C", "O", "H", "H", "H", "H", "H", "H", "H", "H", "H"],
  "coordinates": [[-1.4239, 0.5742, 0.0812], [-0.4593, 0.5715, -1.2401], [0.9412, 0.5559, -0.6683], [1.7190, -0.6805, -0.6302], [0.7313, -1.4316, 0.1434], [0.7768, -0.0569, 0.6240], [0.9135, 0.4598, 1.8562], [-2.3316, 0.7177, -0.4505], [-1.2939, 1.4061, 0.8017], [-1.6264, -0.3168, 0.7263], [-0.6412, -0.3345, -1.8414], [-0.6638, 1.4323, -1.9024], [1.5817, 1.4359, -0.7855], [-0.1762, -1.8376, -0.3230], [1.2151, -2.1561, 0.7951], [0.7388, -0.2436, 2.4959]],
  "multiplicity": 1,
  "charge": 0,
  "smiles": "CC[C@@H]1N2C[C@]12O",
  "homo_lumo_gap_ev": 8.87
}


# 3
{
  "formula": "C19H49O22S6V",
  "method": "wB97M-V/def2-TZVPD",
  "species": ["O", "V", "O", "C", "O", "O", "H", "O", "S", "O", "O", "C", "C", "C", "H", "H", "H", "H", "H", "H", "H", "H", "O", "S", "O", "O", "C", "C", "C", "H", "H", "H", "H", "H", "H", "H", "H", "O", "S", "O", "O", "C", "C", "C", "H", "H", "H", "H", "H", "H", "H", "H", "O", "S", "O", "O", "C", "C", "C", "H", "H", "H", "H", "H", "H", "H", "H", "O", "S", "O", "O", "C", "C", "C", "H", "H", "H", "H", "H", "H", "H", "H", "O", "S", "O", "O", "C", "C", "C", "H", "H", "H", "H", "H", "H", "H", "H"],
  "coordinates": [[-3.7521, 2.5744, -2.1406], [-2.6329, 1.6102, -1.4874], [0.7761, -0.1237, -0.1939], [-0.3808, 0.2952, -0.6206], [-0.8466, 0.0613, -1.7345], [-1.1166, 1.0194, 0.1101], [0.6458, 0.2667, 0.6734], [4.2274, 3.9785, 2.0063], [4.7925, 4.3453, 0.7562], [6.1496, 4.8832, 0.5825], [4.6239, 3.0299, -0.2600], [3.4151, 2.3367, -0.3584], [2.6870, 2.6913, -1.6313], [3.5379, 5.5175, -0.0360], [2.7268, 2.5833, 0.4501], [3.6084, 1.2729, -0.2205], [1.6847, 2.2650, -1.6721], [3.1991, 2.4422, -2.5607], [2.4002, 3.7360, -1.7520], [2.5586, 5.2236, 0.3416], [3.6007, 5.4539, -1.1224], [3.8176, 6.5245, 0.2735], [1.7715, -4.1598, -3.2306], [0.4420, -4.3327, -2.7210], [-0.4477, -5.4114, -3.1941], [0.4890, -4.2444, -1.0117], [-0.7259, -4.5309, -0.3426], [-0.5369, -3.7707, 0.9978], [-0.3351, -2.6443, -2.8711], [-0.7427, -5.5969, -0.1154], [-1.6566, -4.3577, -0.8829], [-0.9006, -4.3961, 1.8130], [-0.9859, -2.7854, 1.1235], [0.5162, -3.6867, 1.2661], [0.3986, -1.9460, -2.4686], [-1.2523, -2.5564, -2.2887], [-0.5326, -2.3475, -3.9012], [2.2839, -6.1754, 0.8978], [3.4383, -6.3501, 0.0201], [3.4255, -7.4278, -0.9754], [3.6905, -4.8968, -0.7126], [3.6827, -3.7225, 0.1185], [2.8660, -2.5160, -0.3446], [4.9236, -6.5531, 1.0879], [4.6981, -3.3682, 0.2957], [3.2796, -3.9872, 1.0960], [1.8020, -2.4914, -0.1091], [2.8190, -2.5665, -1.4324], [3.4020, -1.6082, -0.0674], [4.9486, -7.5943, 1.4094], [4.7547, -6.0077, 2.0164], [5.7156, -6.2264, 0.4141], [-3.6963, 2.5106, 3.1669], [-4.3650, 2.4198, 1.8795], [-3.6742, 2.1332, 0.6308], [-5.6191, 1.3747, 2.0558], [-6.6232, 1.5253, 3.0122], [-7.2411, 0.2065, 3.6087], [-5.2285, 4.0236, 1.7677], [-7.2536, 2.3029, 2.5810], [-6.2405, 2.0503, 3.8874], [-8.0854, 0.3805, 4.2758], [-6.5090, -0.4834, 4.0285], [-7.7429, -0.3093, 2.7901], [-6.2058, 3.9401, 1.2923], [-4.6030, 4.7776, 1.2899], [-5.5501, 4.3896, 2.7428], [-1.2920, 2.6067, -2.9814], [-0.3385, 3.4662, -3.7543], [0.1583, 4.6872, -3.1007], [1.0388, 2.6160, -4.1619], [0.8517, 1.3998, -4.8380], [2.0095, 0.4334, -4.5931], [-0.8783, 3.8341, -5.5359], [0.9648, 1.5227, -5.9151], [-0.0892, 0.9111, -4.5849], [1.7760, -0.5914, -4.8821], [2.1720, 0.5997, -3.5282], [2.9757, 0.6604, -5.0437], [-1.4100, 2.9345, -5.8459], [0.0051, 4.0267, -6.1447], [-1.5985, 4.6518, -5.5089], [1.7955, 0.2768, 4.8243], [0.7558, 0.3111, 3.8251], [1.0295, -0.3091, 2.5145], [-0.5976, -0.4327, 4.4527], [-1.5352, -0.9635, 3.5361], [-2.8776, -1.0079, 4.2379], [-0.0414, 1.9642, 3.4136], [-1.3382, -1.9517, 3.1205], [-1.6829, -0.3225, 2.6670], [-3.1223, -0.0396, 4.6746], [-2.7471, -1.6488, 5.1099], [-3.6838, -1.3498, 3.5889], [0.7791, 2.6677, 3.2724], [-0.6462, 2.1728, 4.2961], [-0.7481, 1.9035, 2.5859]],
  "multiplicity": 2,
  "charge": 1,
  "homo_lumo_gap_ev": [5.53, 6.10]
}


Number 1: largest force on an atom 0.055 hartree/bohr. Number 2: largest force on an atom 0.040 hartree/bohr. Number 3: largest force on an atom 0.083 hartree/bohr.